Record 1
Formula: C4H6N2O
Source: the OMol25 dataset
Level of theory: ωB97M-V/def2-TZVPD

Values from the calculation:
Energy in Ha: -340.7631
Energy above the lowest of the compared OMol25 structures with the same formula, charge and spin in kJ/mol: 83.5
HOMO-LUMO gap in eV: 8.52
Max |F| in eV/Å: 0.30
Highest occupied orbital energy in eV: -7.5
SMILES string: Nc1cc[nH]c1O

Each line ends with the Mulliken charge.
Geometry (Å):
N: -1.892 0.599 -0.081  -0.638
C: -0.491 0.334 -0.010  0.881
C: 0.662 1.183 0.058  -0.525
C: 1.766 0.375 0.082  -0.670
N: 1.334 -0.942 0.055  -0.013
C: -0.022 -0.953 -0.020  -0.286
O: -0.708 -2.115 -0.082  -0.578
H: -2.091 1.353 -0.731  0.276
H: -2.271 0.873 0.821  0.240
H: 0.670 2.266 0.075  0.382
H: 2.819 0.609 0.140  0.392
H: 1.913 -1.752 -0.093  0.225
H: -1.631 -1.841 -0.214  0.313

Record 2
Formula: C2H8N3P
Source: the OMol25 dataset
Level of theory: ωB97M-V/def2-TZVPD

Values from the calculation:
Energy in Ha: -586.5112
Energy above the lowest of the compared OMol25 structures with the same formula, charge and spin in kJ/mol: 271.7
HOMO-LUMO gap in eV: 9.42
Max |F| in eV/Å: 6.13
Highest occupied orbital energy in eV: -9.0

Each line ends with the Mulliken charge.
Geometry (Å):
C: 0.874 0.494 -1.934  -1.242
C: 1.130 0.306 -0.348  -0.119
N: -0.285 0.163 1.748  -0.274
N: -2.241 -0.051 3.322  -0.527
N: 0.267 1.139 0.299  -0.444
P: -1.747 0.701 1.897  0.134
H: -0.101 0.090 -2.112  0.352
H: 0.865 1.560 -2.150  0.352
H: 1.560 -0.045 -2.536  0.372
H: 1.258 -0.788 -0.106  0.308
H: 2.168 0.750 -0.285  0.163
H: -1.517 -0.638 3.842  0.304
H: -2.761 0.611 4.000  0.289
H: -0.587 1.237 -0.248  0.330

Record 3
Formula: C5H10O
Source: the OMol25 dataset
Level of theory: ωB97M-V/def2-TZVPD

Values from the calculation:
Energy in Ha: -271.6891
Energy above the lowest of the compared OMol25 structures with the same formula, charge and spin in kJ/mol: 166.8
HOMO-LUMO gap in eV: 10.49
Max |F| in eV/Å: 1.32
Highest occupied orbital energy in eV: -9.4
SMILES string: C[C@H]1C[C@H]1CO

Each line ends with the Mulliken charge.
Geometry (Å):
C: 0.287 1.082 1.367  -1.428
C: 0.454 -0.334 0.756  0.219
C: -0.749 -1.207 0.647  -0.682
C: -0.022 -0.986 -0.616  0.050
C: -0.328 0.033 -1.661  -0.679
O: 0.865 0.781 -1.817  -0.522
H: 1.160 1.739 1.238  0.368
H: -0.600 1.617 1.008  0.320
H: 0.150 1.001 2.464  0.352
H: 1.385 -0.773 1.099  0.273
H: -0.669 -2.194 1.066  0.276
H: -1.703 -0.702 0.741  0.243
H: 0.552 -1.838 -1.018  0.301
H: -0.490 -0.403 -2.652  0.325
H: -1.199 0.653 -1.404  0.275
H: 0.907 1.531 -1.217  0.307

Record 4
Formula: C26H49NNiO4Si2
Source: the OMol25 dataset
Level of theory: ωB97M-V/def2-TZVPD

Values from the calculation:
Energy in Ha: -3463.0773
Energy above the lowest of the compared OMol25 structures with the same formula, charge and spin in kJ/mol: 43.2
<S²>: 2.01
HOMO-LUMO gap (spin up / spin down) in eV: 7.17 / 7.78
Multiplicity: 3
Max |F| in eV/Å: 2.82
Highest occupied orbital energy (spin up / spin down) in eV: -8.3 / -9.0

Each line ends with the Mulliken spin population.
Geometry (Å):
O: -0.970 -2.137 -2.651  -0.006
O: -2.416 -0.148 -5.545  0.000
C: 0.349 -2.706 -2.630  0.003
C: 0.771 -3.565 -1.454  -0.001
H: 1.034 -1.868 -2.778  0.001
H: 0.372 -3.283 -3.560  0.000
H: 0.862 -3.008 -0.512  0.001
H: 1.766 -3.958 -1.667  0.000
H: 0.068 -4.390 -1.327  0.000
C: -1.853 -2.438 -1.567  0.002
C: -3.091 -3.200 -2.003  0.000
H: -2.143 -1.467 -1.153  -0.003
H: -1.342 -3.085 -0.838  0.000
H: -3.762 -2.607 -2.646  0.000
H: -3.666 -3.471 -1.111  0.000
H: -2.863 -4.154 -2.504  0.000
C: -3.571 0.700 -5.662  0.000
C: -2.371 -1.277 -6.426  0.000
C: -4.687 0.329 -4.716  0.000
H: -3.912 0.696 -6.709  0.000
H: -3.196 1.706 -5.461  0.000
H: -5.118 -0.644 -4.940  0.000
H: -5.476 1.066 -4.826  0.000
H: -4.349 0.333 -3.677  0.000
C: -3.648 -2.086 -6.474  0.000
H: -1.535 -1.893 -6.078  0.000
H: -2.098 -0.921 -7.433  0.000
H: -3.976 -2.420 -5.488  0.000
H: -3.492 -2.983 -7.069  0.000
H: -4.462 -1.521 -6.926  0.000
H: -0.839 0.145 -4.162  -0.002
Ni: 0.810 0.870 0.311  1.523
C: -0.374 1.148 -4.046  -0.022
Si: 0.403 1.732 -5.675  0.000
H: -1.204 1.788 -3.719  0.000
H: 0.386 1.110 -3.257  0.016
C: 1.333 0.337 -6.524  0.000
C: 1.583 3.152 -5.427  0.000
C: -0.656 2.485 -7.023  0.000
C: 2.108 0.197 -0.836  0.284
Si: 3.253 1.212 0.267  -0.036
H: 2.046 0.520 -1.900  -0.031
H: 2.153 -0.914 -0.791  0.002
C: 4.035 2.484 -0.853  0.019
C: 4.636 0.082 0.874  0.024
C: 2.670 2.057 1.858  0.036
H: 0.020 2.656 -7.878  0.000
H: -1.043 3.463 -6.709  0.000
H: -1.484 1.859 -7.367  0.000
H: 2.221 0.043 -5.945  0.000
H: 1.670 0.728 -7.496  0.000
H: 0.703 -0.546 -6.708  0.000
H: 2.195 3.044 -4.530  0.000
H: 1.032 4.098 -5.368  0.000
H: 2.249 3.204 -6.300  0.000
H: 4.884 -0.637 0.081  0.002
H: 4.346 -0.474 1.777  -0.003
H: 5.531 0.679 1.112  0.000
H: 2.415 1.332 2.640  -0.006
H: 1.807 2.725 1.706  0.005
H: 3.493 2.674 2.240  0.000
H: 4.917 2.950 -0.394  0.001
H: 3.331 3.281 -1.117  -0.003
H: 4.348 1.989 -1.781  0.002
O: -3.020 0.964 0.238  0.020
C: -1.846 1.047 0.570  -0.011
O: -0.902 1.628 -0.130  0.070
C: -1.355 0.419 1.851  0.014
C: -2.105 0.186 3.003  0.000
C: -1.490 -0.355 4.106  0.000
C: -0.147 -0.745 4.047  0.008
C: 0.478 -1.326 5.186  0.001
C: 1.748 -1.866 5.084  0.000
C: 2.399 -1.887 3.832  0.001
C: 1.808 -1.292 2.722  0.013
C: 0.553 -0.649 2.789  0.011
N: -0.039 0.071 1.766  0.069
H: -3.156 0.428 2.991  0.000
H: -2.060 -0.570 5.001  0.000
H: -0.066 -1.388 6.145  0.000
H: 2.239 -2.296 5.955  0.000
H: 3.376 -2.373 3.726  0.000
H: 2.340 -1.309 1.771  -0.003

Record 5
Formula: C44H33AsO5PPdS
Source: the OMol25 dataset
Level of theory: ωB97M-V/def2-TZVPD

Values from the calculation:
Energy in Ha: -5176.0590
Energy above the lowest of the compared OMol25 structures with the same formula, charge and spin in kJ/mol: 5.4
HOMO-LUMO gap in eV: 7.12
Max |F| in eV/Å: 0.94
Highest occupied orbital energy in eV: -4.9
Total charge: -1

Each line ends with the Mulliken charge.
Geometry (Å):
Pd: 0.486 0.356 0.046  0.599
S: 0.895 2.590 -0.407  -0.446
C: 1.458 2.893 -2.044  0.803
C: 2.499 3.815 -2.203  -0.784
C: 2.968 4.146 -3.462  -0.641
C: 2.420 3.546 -4.590  -0.779
C: 1.396 2.625 -4.439  -0.240
C: 0.898 2.294 -3.181  -0.130
As: -0.638 1.117 -2.874  0.751
C: -0.932 0.564 -4.749  -0.427
C: -1.998 1.156 -5.421  -0.606
C: -2.276 0.836 -6.743  -0.641
C: -1.492 -0.094 -7.410  -0.405
C: -0.431 -0.699 -6.748  -0.747
C: -0.154 -0.370 -5.428  0.273
C: 0.393 -0.463 -2.333  -0.211
C: 1.764 -0.435 -2.034  0.335
C: 2.440 -1.616 -1.710  -1.087
C: 1.759 -2.816 -1.678  -0.262
C: 0.392 -2.846 -1.953  -0.747
C: -0.286 -1.688 -2.272  -0.316
H: 2.936 4.263 -1.319  0.465
H: 3.771 4.866 -3.563  0.336
H: 2.790 3.792 -5.577  0.392
H: 0.966 2.156 -5.317  0.324
H: -2.621 1.871 -4.893  0.379
H: -3.110 1.305 -7.251  0.374
H: -1.709 -0.353 -8.439  0.361
H: 0.181 -1.431 -7.261  0.382
H: 0.674 -0.847 -4.917  0.431
H: 2.328 0.486 -2.121  0.450
H: 3.493 -1.573 -1.465  0.356
H: 2.278 -3.727 -1.405  0.362
H: -0.161 -3.774 -1.880  0.338
H: -1.356 -1.723 -2.429  0.536
O: -2.852 -2.409 -0.595  -0.857
C: -2.639 -1.328 -0.027  0.160
O: -2.338 -0.216 -0.539  -0.557
C: -2.788 -1.270 1.485  0.486
C: -3.689 -2.139 2.093  -0.700
C: -4.046 -1.991 3.421  -0.714
C: -3.497 -0.957 4.168  -0.830
C: -2.563 -0.118 3.586  -0.458
C: -2.179 -0.277 2.251  0.569
P: -0.882 0.873 1.682  1.139
C: 0.287 0.910 3.094  0.922
C: 1.218 1.951 3.138  -0.509
C: 2.258 1.924 4.052  -0.891
C: 2.401 0.846 4.915  -0.615
C: 1.500 -0.206 4.853  -0.655
C: 0.446 -0.174 3.951  -0.840
C: -1.738 2.471 1.646  1.439
C: -1.657 3.422 2.657  -0.411
C: -2.369 4.610 2.548  -0.788
C: -3.160 4.848 1.437  -0.537
C: -3.247 3.896 0.429  -0.747
C: -2.538 2.712 0.526  -0.675
H: -4.114 -2.914 1.469  0.513
H: -4.765 -2.665 3.871  0.391
H: -3.788 -0.809 5.201  0.429
H: -2.115 0.668 4.183  0.483
H: 1.151 2.762 2.423  0.296
H: 2.976 2.734 4.071  0.412
H: 3.226 0.814 5.616  0.376
H: 1.622 -1.067 5.499  0.417
H: -0.233 -1.015 3.894  0.261
H: -1.048 3.238 3.532  0.383
H: -2.301 5.350 3.336  0.409
H: -3.710 5.778 1.353  0.377
H: -3.863 4.082 -0.442  0.446
H: -2.586 1.959 -0.253  0.313
O: -0.031 -3.976 1.429  -0.239
C: 1.182 -4.059 2.017  1.041
C: 1.579 -5.235 2.658  -1.074
C: 2.819 -5.333 3.262  -0.512
C: 3.693 -4.256 3.236  -0.950
C: 3.304 -3.090 2.598  -0.454
C: 2.062 -2.964 1.985  -0.403
C: 1.743 -1.637 1.337  1.437
O: 2.605 -0.765 1.286  -0.814
O: 0.545 -1.518 0.885  -0.158
H: -0.519 -4.795 1.560  0.287
H: 0.895 -6.077 2.675  0.370
H: 3.100 -6.257 3.754  0.395
H: 4.664 -4.327 3.708  0.412
H: 3.953 -2.225 2.554  0.448

Record 6
Formula: C2O3S
Source: the OMol25 dataset
Level of theory: ωB97M-V/def2-TZVPD

Values from the calculation:
Energy in Ha: -699.8169
Energy above the lowest of the compared OMol25 structures with the same formula, charge and spin in kJ/mol: 192.3
<S²>: 2.02
HOMO-LUMO gap (spin up / spin down) in eV: 10.89 / 7.41
Multiplicity: 3
Max |F| in eV/Å: 7.74
Highest occupied orbital energy (spin up / spin down) in eV: -10.6 / -10.4

Each line ends with the Mulliken spin population.
Geometry (Å):
C: 1.762 -0.001 0.018  0.117
C: 0.881 0.002 -0.960  1.400
O: -1.385 -1.235 0.050  0.005
O: -1.400 1.227 0.047  0.004
O: 0.844 0.007 0.925  0.473
S: -0.702 0.000 -0.080  0.001